{"formula": "C34H37BaF6IN9O10P3S2", "method": "the ωB97M-V functional and the def2-TZVPD basis", "symbols": ["Ba", "N", "C", "C", "C", "C", "C", "C", "C", "C", "N", "C", "H", "H", "H", "H", "H", "H", "H", "H", "N", "C", "C", "P", "O", "O", "O", "P", "O", "O", "O", "H", "H", "H", "H", "H", "H", "H", "H", "N", "C", "N", "N", "C", "N", "H", "H", "H", "H", "N", "P", "C", "C", "C", "C", "C", "C", "C", "C", "C", "C", "C", "C", "C", "C", "C", "C", "C", "C", "H", "H", "H", "H", "H", "H", "H", "H", "H", "H", "H", "H", "H", "H", "H", "F", "C", "F", "F", "S", "O", "O", "N", "S", "O", "O", "C", "F", "F", "F", "I", "C", "H", "H"], "positions_angstrom": [[0.49, 0.69, 0.00], [0.69, 0.05, -3.97], [0.84, 1.11, -4.79], [0.75, 1.00, -6.17], [0.86, 2.10, -7.01], [1.09, 3.36, -6.50], [1.19, 3.53, -5.10], [1.40, 4.80, -4.51], [1.46, 4.90, -3.15], [1.33, 3.74, -2.38], [1.14, 2.55, -2.89], [1.07, 2.42, -4.23], [0.66, -0.87, -4.36], [0.86, 0.14, -2.98], [0.57, 0.02, -6.60], [0.76, 1.97, -8.08], [1.18, 4.22, -7.15], [1.48, 5.67, -5.15], [1.60, 5.85, -2.66], [1.39, 3.80, -1.30], [4.78, -1.66, 0.15], [4.59, -0.93, -1.14], [5.63, -1.37, -2.14], [4.65, 1.09, -0.73], [3.75, 1.35, -2.05], [3.66, 0.85, 0.55], [3.81, 2.29, 0.31], [2.90, -1.57, -1.61], [2.90, -1.75, -3.23], [2.94, -2.95, -1.00], [1.78, -0.64, -1.26], [5.75, -1.93, 0.33], [4.08, -2.48, -0.02], [4.42, -1.05, 0.89], [6.63, -1.06, -1.83], [5.41, -0.88, -3.09], [5.62, -2.46, -2.29], [2.94, 1.81, -1.81], [3.13, -2.66, -3.40], [-6.00, 2.27, -0.27], [-4.67, 1.92, -0.31], [-4.07, 1.61, 0.85], [-4.11, 1.89, -1.48], [-2.89, 1.55, -1.75], [-1.85, 1.29, -2.18], [-6.34, 2.66, 0.59], [-6.33, 2.70, -1.11], [-4.59, 1.47, 1.70], [-3.10, 1.34, 0.85], [-0.73, -1.32, 0.39], [-1.34, -2.22, 1.45], [-3.16, -2.50, 1.18], [-3.90, -3.62, 1.57], [-5.24, -3.71, 1.23], [-5.86, -2.70, 0.51], [-5.13, -1.60, 0.11], [-3.79, -1.52, 0.43], [-1.15, -1.87, 3.21], [-1.90, -2.48, 4.19], [-1.88, -2.07, 5.52], [-1.12, -0.94, 5.86], [-0.36, -0.27, 4.95], [-0.26, -0.70, 3.52], [-0.78, -3.97, 1.23], [-1.11, -4.53, 0.00], [-0.55, -5.72, -0.40], [0.38, -6.36, 0.41], [0.73, -5.81, 1.63], [0.15, -4.62, 2.04], [-3.43, -4.42, 2.11], [-5.81, -4.59, 1.53], [-6.91, -2.79, 0.25], [-5.60, -0.82, -0.48], [-3.16, -0.72, 0.07], [-2.52, -3.31, 3.91], [-2.47, -2.58, 6.27], [-1.15, -0.57, 6.88], [0.17, 0.64, 5.22], [-0.52, 0.16, 2.85], [-1.81, -3.99, -0.62], [-0.83, -6.16, -1.36], [0.83, -7.29, 0.08], [1.46, -6.30, 2.25], [0.41, -4.20, 3.00], [-0.78, 5.21, 0.13], [-1.39, 4.29, 0.86], [-2.42, 3.86, 0.09], [-1.99, 4.88, 1.91], [-0.37, 2.79, 1.38], [0.82, 2.84, 0.63], [-1.26, 1.72, 1.05], [-0.18, 2.90, 2.93], [0.70, 4.16, 3.27], [0.57, 5.15, 2.24], [0.55, 4.58, 4.62], [2.51, 3.62, 3.14], [2.62, 2.31, 2.92], [3.15, 3.87, 4.30], [3.14, 4.29, 2.20], [2.26, -2.22, 4.47], [1.19, -0.97, 3.09], [1.77, -0.05, 3.04], [1.19, -1.49, 2.13]], "gap_ev": 3.98, "e_homo_ev": -0.26, "charge": -2}


{"formula": "C34H37CrN2OS3SbTe", "method": "the ωB97M-V functional and the def2-TZVPD basis", "symbols": ["Cr", "C", "C", "C", "C", "C", "C", "C", "C", "N", "C", "C", "C", "C", "N", "C", "C", "C", "C", "C", "C", "C", "C", "H", "H", "H", "H", "H", "H", "H", "H", "H", "H", "H", "H", "H", "H", "H", "H", "H", "H", "H", "H", "H", "H", "H", "H", "S", "Sb", "S", "S", "Te", "C", "C", "C", "C", "C", "C", "C", "C", "C", "C", "C", "C", "H", "H", "H", "H", "H", "H", "H", "H", "H", "H", "C", "C", "O", "H", "H", "H"], "positions_angstrom": [[-0.33, 1.50, -0.19], [-1.12, -1.61, 2.57], [-1.71, -0.34, 3.13], [-2.78, -0.39, 4.01], [-3.29, 0.76, 4.59], [-2.70, 1.98, 4.31], [-1.63, 2.08, 3.43], [-0.96, 3.40, 3.19], [-1.16, 0.91, 2.80], [-0.11, 0.99, 1.86], [1.16, 1.02, 2.29], [1.53, 0.74, 3.72], [2.17, 1.26, 1.34], [3.61, 1.30, 1.76], [1.78, 1.49, 0.08], [2.75, 1.52, -0.95], [3.38, 0.33, -1.34], [3.21, -0.96, -0.56], [4.23, 0.33, -2.44], [4.49, 1.49, -3.14], [3.93, 2.68, -2.70], [3.08, 2.72, -1.60], [2.57, 4.05, -1.12], [-1.49, -2.48, 3.11], [-0.03, -1.59, 2.62], [-1.39, -1.71, 1.52], [-3.21, -1.35, 4.27], [-4.12, 0.71, 5.28], [-3.07, 2.89, 4.78], [-1.55, 4.22, 3.60], [-0.82, 3.58, 2.12], [0.04, 3.42, 3.64], [0.65, 0.50, 4.31], [2.03, 1.60, 4.19], [2.22, -0.11, 3.78], [3.75, 2.05, 2.54], [4.25, 1.55, 0.92], [3.93, 0.34, 2.17], [2.34, -0.93, 0.09], [4.09, -1.14, 0.06], [3.10, -1.80, -1.24], [4.69, -0.60, -2.74], [5.13, 1.48, -4.01], [4.15, 3.61, -3.22], [3.24, 4.85, -1.44], [2.48, 4.07, -0.03], [1.59, 4.25, -1.54], [-0.03, 4.84, -3.86], [-1.49, 3.46, -2.80], [-0.22, 1.31, -2.48], [-0.93, 3.72, -0.38], [-0.03, -1.37, -1.60], [0.05, -3.49, -1.07], [-0.90, -4.12, -0.26], [-0.78, -5.47, 0.05], [0.30, -6.20, -0.42], [1.26, -5.58, -1.21], [1.13, -4.23, -1.52], [-1.78, -1.67, -2.79], [-2.96, -2.17, -2.26], [-4.07, -2.35, -3.07], [-4.01, -2.02, -4.42], [-2.83, -1.52, -4.95], [-1.72, -1.35, -4.14], [-1.73, -3.56, 0.14], [-1.53, -5.94, 0.68], [0.39, -7.25, -0.18], [2.11, -6.14, -1.57], [1.87, -3.76, -2.15], [-3.03, -2.40, -1.21], [-4.99, -2.73, -2.65], [-4.88, -2.15, -5.05], [-2.78, -1.26, -6.00], [-0.81, -0.93, -4.55], [-3.53, 1.98, -0.01], [-2.32, 1.11, -0.16], [-2.43, -0.07, -0.06], [-4.44, 1.36, 0.03], [-3.59, 2.69, -0.83], [-3.42, 2.55, 0.91]], "spin_multiplicity": 6, "gap_ev": [6.25, 4.62], "s2": 8.84, "e_homo_ev": [-3.98, -4.10], "charge": -1}


{"formula": "C34H37EuN8O4", "method": "the ωB97M-V functional and the def2-TZVPD basis", "symbols": ["Eu", "C", "C", "C", "C", "C", "C", "C", "C", "C", "C", "H", "H", "H", "H", "H", "H", "H", "H", "H", "H", "H", "H", "H", "H", "C", "N", "C", "N", "C", "N", "C", "C", "C", "C", "C", "C", "C", "N", "N", "C", "O", "C", "C", "C", "C", "C", "C", "N", "C", "N", "C", "N", "C", "H", "H", "H", "H", "H", "H", "H", "H", "H", "H", "H", "H", "H", "H", "H", "H", "C", "C", "C", "O", "C", "O", "O", "H", "H", "H", "H", "H", "H", "H"], "positions_angstrom": [[1.43, 0.83, -0.08], [3.89, 0.33, 3.23], [4.69, 1.38, 2.43], [4.79, 2.68, 3.21], [4.13, 1.55, 1.03], [4.32, 0.54, 0.08], [4.01, 0.74, -1.27], [3.48, 1.96, -1.71], [3.29, 2.24, -3.18], [3.22, 2.94, -0.75], [3.53, 2.73, 0.60], [4.22, 0.32, 4.27], [4.03, -0.68, 2.83], [2.82, 0.56, 3.22], [5.70, 0.99, 2.29], [3.80, 3.06, 3.50], [5.31, 3.46, 2.65], [5.35, 2.51, 4.13], [4.83, -0.38, 0.37], [4.27, -0.02, -1.99], [4.14, 2.82, -3.55], [2.39, 2.84, -3.36], [3.24, 1.32, -3.76], [2.86, 3.90, -1.07], [3.42, 3.55, 1.29], [-3.40, 3.73, -0.60], [-1.94, 3.56, -0.50], [-1.17, 2.69, -1.13], [0.06, 2.75, -0.65], [-0.03, 3.72, 0.32], [-1.23, 4.23, 0.43], [-4.15, 2.73, 0.25], [-5.08, 3.16, 1.19], [-5.76, 2.24, 1.98], [-5.52, 0.88, 1.83], [-4.59, 0.45, 0.89], [-3.92, 1.37, 0.10], [-4.29, -0.98, 0.75], [-4.46, -1.92, 1.61], [-3.95, -3.08, 1.03], [-3.52, -2.75, -0.13], [-3.68, -1.43, -0.38], [-2.80, -3.60, -1.09], [-2.94, -4.98, -1.01], [-2.19, -5.79, -1.85], [-1.29, -5.22, -2.75], [-1.16, -3.84, -2.84], [-0.18, -3.25, -3.82], [0.38, -1.97, -3.35], [1.17, -1.75, -2.31], [1.30, -0.44, -2.13], [0.53, 0.09, -3.12], [-0.04, -0.80, -3.89], [-1.93, -3.03, -2.02], [-3.67, 3.64, -1.65], [-3.60, 4.75, -0.28], [-1.52, 2.05, -1.93], [0.80, 4.06, 0.92], [-5.27, 4.22, 1.32], [-6.48, 2.58, 2.71], [-6.04, 0.15, 2.45], [-3.21, 1.00, -0.63], [-3.63, -5.41, -0.29], [-2.29, -6.87, -1.80], [-0.69, -5.87, -3.39], [-0.65, -3.03, -4.77], [0.64, -3.94, -4.01], [1.62, -2.53, -1.71], [0.42, 1.15, -3.30], [-1.85, -1.95, -2.06], [-0.16, -2.83, 1.28], [0.37, -1.55, 1.86], [0.29, -1.50, 3.37], [1.77, -1.34, 1.38], [-0.16, -0.28, 1.19], [-0.57, -0.31, 0.01], [0.27, 0.83, 1.68], [0.46, -3.67, 1.62], [-0.17, -2.81, 0.19], [-1.18, -3.02, 1.63], [0.86, -2.32, 3.80], [-0.75, -1.61, 3.67], [0.67, -0.55, 3.75], [2.32, -2.02, 1.79]], "relative_energy_ev": 0.000, "spin_multiplicity": 7, "gap_ev": [5.64, 7.54], "s2": 12.01, "e_homo_ev": [-13.18, -13.18], "charge": 2}